Record 1
Formula: C4H13O4
Source: OMol25
Level of theory: the ωB97M-V functional and the def2-TZVPD basis

Positions of all 21 atoms, in Å:
C  1.23894  -0.06732  1.27906
O  1.21900  -1.51851  1.24323
C  1.45293  0.36440  -0.16414
C  0.25154  -0.15114  -1.07369
C  0.28728  0.66814  -2.38799
O  -0.90589  0.12275  -0.38967
H  2.08555  -0.03464  1.94203
H  0.29385  0.20162  1.77578
H  1.40893  1.46371  -0.19474
H  2.38425  0.08503  -0.67966
H  0.29401  -1.19906  -1.18039
H  -0.30384  1.58545  -2.23775
H  -0.35915  0.12504  -3.06453
H  1.28594  0.87145  -2.76916
H  -1.26224  -0.95992  0.83963
H  -1.32790  -2.45338  0.38594
H  0.30626  -1.88983  1.40080
O  -1.36138  -1.91555  1.18320
H  -1.29966  1.47646  0.12435
H  -1.94605  2.77868  -0.55121
O  -1.61343  2.45372  0.28637

Output
gap between HOMO and LUMO = 8.09 eV
LUMO = 4.0 eV
net charge = -1
relative energy (zero: lowest compared OMol25 entry of this formula, charge and spin) = 101.4 kJ/mol
HOMO energy = -0.150 Eh


Record 2
Formula: C3H3N3O2
Source: OMol25
Level of theory: the ωB97M-V functional and the def2-TZVPD basis

Positions of all 11 atoms, in Å:
C  -0.30593  -0.53059  1.95058
C  -0.28206  -0.86936  0.62508
N  0.18490  0.01982  -0.40065
O  0.56129  1.30030  0.07109
N  0.60945  2.09754  -1.30540
N  0.30354  1.37138  -2.17707
C  -0.11236  -0.01588  -1.71926
O  -0.66622  -0.76492  -2.42311
H  -0.12354  0.63235  2.29358
H  -0.16975  -1.23586  2.91489
H  0.00068  -2.00478  0.17027

Output
SMILES string = C=Cn1onnc1=O
gap between HOMO and LUMO = 9.33 eV
LUMO = -0.3 eV
net charge = 0
relative energy (zero: lowest compared OMol25 entry of this formula, charge and spin) = 643.0 kJ/mol
HOMO energy = -0.354 Eh


Record 3
Formula: C18H28N5O4S2
Source: OMol25
Level of theory: the ωB97M-V functional and the def2-TZVPD basis

Positions of all 57 atoms, in Å:
O  1.57858  -1.30415  5.13977
O  5.32864  -3.54063  5.12412
O  0.84606  2.84825  -3.22187
O  0.17427  3.15935  -0.82926
S  -6.22249  2.05887  -3.86801
C  2.65792  -1.74046  4.77674
C  4.86087  -4.18645  4.20347
C  2.87112  -0.81176  1.27590
C  3.17777  -2.14819  1.27261
C  1.55142  -1.81549  -0.19209
C  -4.16052  3.01277  -2.24447
C  -3.54665  1.64074  -4.12860
C  -2.81488  3.11824  -1.87772
C  -2.19999  1.74804  -3.77724
C  -4.53783  2.27046  -3.37228
C  -1.82816  2.47172  -2.63530
N  1.85893  -0.61767  0.34873
N  5.40703  -5.37081  3.91288
N  2.65884  -2.86224  4.04778
N  0.16778  0.93875  -1.93919
N  2.33862  -2.76426  0.36001
C  3.90916  -0.95163  5.10763
C  5.05082  -6.31916  2.85512
C  -7.25587  6.09664  -3.67324
C  -7.08654  3.60838  -3.37070
C  -6.51918  4.82832  -4.10253
C  4.24009  -2.82273  2.11829
C  3.71369  -3.61829  3.33296
S  -0.09330  2.57071  -2.13960
H  3.33934  -0.04791  1.88978
H  0.79633  -1.98043  -0.95504
H  -4.90903  3.50394  -1.63281
H  -3.83570  1.07427  -5.00906
H  -2.54456  3.69595  -0.99420
H  -1.45166  1.27237  -4.40791
H  1.43915  0.28118  0.09122
H  6.15926  -5.63189  4.53578
H  1.72982  -3.25221  4.00134
H  -0.76628  0.54775  -1.94192
H  0.65630  0.69599  -2.79395
H  2.33343  -3.75230  0.13581
H  4.37001  -1.38211  5.99526
H  4.61960  -0.95927  4.29157
H  3.62668  0.07616  5.33075
H  5.73075  -7.17377  2.89471
H  5.14353  -5.85666  1.87157
H  4.03364  -6.68811  3.00052
H  -6.84157  6.96554  -4.19398
H  -7.15093  6.25630  -2.59546
H  -8.32085  6.02311  -3.91564
H  -7.01346  3.74632  -2.28837
H  -8.14879  3.50578  -3.61508
H  -5.45319  4.94172  -3.88433
H  -6.62724  4.69038  -5.18344
H  4.94449  -2.06440  2.45978
H  4.81346  -3.49598  1.47906
H  3.20129  -4.48904  2.93018

Output
gap between HOMO and LUMO = 7.65 eV
LUMO = -3.0 eV
net charge = +1
HOMO energy = -0.391 Eh


Record 4
Formula: C2H13NO4
Source: OMol25
Level of theory: the ωB97M-V functional and the def2-TZVPD basis

Positions of all 20 atoms, in Å:
C  -1.12784  1.94204  -0.22618
O  -1.00579  1.87092  1.21449
C  -0.39406  0.80965  -0.96418
N  1.03403  0.98320  -0.72937
H  -0.78992  2.89983  -0.71414
H  -2.17638  1.84032  -0.51556
H  -0.13910  2.20389  0.56563
H  -0.68772  0.80845  -2.02625
H  -0.67196  -0.15983  -0.54953
H  1.56557  0.14507  -0.94515
H  1.38970  1.75464  -1.28479
H  -0.06583  -3.40528  1.06588
H  -0.29233  -1.84849  1.09401
O  0.01880  -2.61097  0.54882
H  -0.88410  0.42464  1.72912
H  -0.74629  -0.51211  2.98416
O  -0.82321  -0.54484  2.02319
H  2.37516  -2.52931  -1.66434
H  1.35884  -2.24112  -0.52684
O  2.06246  -1.83071  -1.07897

Output
gap between HOMO and LUMO = 10.40 eV
LUMO = 0.9 eV
net charge = 0
relative energy (zero: lowest compared OMol25 entry of this formula, charge and spin) = 252.0 kJ/mol
HOMO energy = -0.351 Eh


Record 5
Formula: C20H64O12
Source: OMol25
Level of theory: the ωB97M-V functional and the def2-TZVPD basis

Positions of all 96 atoms, in Å:
C  -25.00326  -4.97321  -4.60384
C  -26.41999  -4.64059  -4.18929
C  -26.58430  -4.35007  -2.71265
O  -26.91371  -3.51910  -4.93404
H  -24.53512  -5.72226  -3.96354
H  -24.36337  -4.08670  -4.52861
H  -24.91405  -5.28653  -5.64485
H  -27.11751  -5.45520  -4.39209
H  -26.20045  -5.18802  -2.12192
H  -27.64144  -4.23446  -2.46651
H  -26.09120  -3.43624  -2.37050
H  -26.30128  -2.76632  -4.87964
C  -30.04050  -2.06754  -8.42657
C  -28.77424  -2.61467  -7.77008
C  -27.53732  -1.95027  -8.34793
O  -28.85151  -2.23904  -6.39414
H  -30.92584  -2.40490  -7.87875
H  -30.21571  -2.33126  -9.46683
H  -30.05107  -0.98503  -8.28315
H  -28.75333  -3.70721  -7.82001
H  -27.60247  -0.86946  -8.25303
H  -27.31112  -2.30547  -9.36297
H  -26.60431  -2.25613  -7.85773
H  -28.30911  -2.79100  -5.80376
C  -26.28725  -0.36312  0.04930
C  -26.32045  -0.25233  1.58418
O  -25.85671  0.96480  2.09714
H  -25.31488  0.04813  -0.23565
H  -27.04951  0.29098  -0.38584
H  -26.42739  -1.36975  -0.33607
H  -25.76665  -1.12996  1.92556
H  -27.34608  -0.44203  1.93237
H  -26.39675  1.66414  1.71410
C  -27.10621  -5.96186  1.16962
C  -28.49841  -6.48108  1.56750
O  -28.59353  -7.88991  1.41092
H  -27.03797  -4.90938  1.46305
H  -27.05925  -5.96460  0.07564
H  -26.26272  -6.53570  1.54353
H  -29.25555  -6.01322  0.92840
H  -28.63428  -6.25402  2.62604
H  -28.36672  -8.06631  0.48322
C  -31.51148  -5.80366  -5.11863
C  -30.53686  -6.51425  -6.02804
O  -29.17932  -6.24347  -5.65725
H  -31.58113  -4.73361  -5.32642
H  -31.24366  -5.88229  -4.06170
H  -32.50306  -6.26072  -5.16862
H  -30.70961  -6.29355  -7.08645
H  -30.61408  -7.60009  -5.92762
H  -29.09651  -5.29252  -5.50827
C  -20.27401  -3.64027  -4.59878
C  -21.12807  -3.11925  -3.42388
O  -20.77623  -3.68263  -2.18126
H  -20.45535  -4.70886  -4.71452
H  -19.22061  -3.48615  -4.35465
H  -20.53416  -3.10929  -5.51287
H  -22.16317  -3.36279  -3.66741
H  -21.01515  -2.02831  -3.37334
H  -19.85250  -3.47328  -2.00896
C  -23.92993  -7.68095  -8.14670
O  -23.39864  -7.11367  -9.35285
H  -23.04199  -7.77865  -7.52235
H  -24.64507  -7.02499  -7.63593
H  -24.51685  -8.59287  -8.27535
H  -23.93597  -6.34678  -9.56735
C  -28.25699  -7.56112  -2.69333
O  -28.12071  -8.14012  -1.39705
H  -27.34130  -7.52351  -3.28903
H  -28.91213  -8.19711  -3.30703
H  -28.77948  -6.60812  -2.69603
H  -27.79676  -9.02737  -1.59259
C  -24.62675  -0.89431  -3.11189
O  -25.22267  -1.31268  -4.34436
H  -24.18730  0.09490  -3.21070
H  -25.44014  -0.91288  -2.38290
H  -23.88925  -1.62149  -2.76974
H  -25.28021  -0.58150  -4.96414
C  -28.73591  -0.53293  -3.31178
O  -29.53758  -0.35887  -4.45761
H  -28.26077  -1.52070  -3.29875
H  -27.96374  0.24335  -3.25636
H  -29.35286  -0.47812  -2.41091
H  -29.25726  -0.96326  -5.17210
C  -23.48667  -2.64507  -7.26489
O  -23.27169  -1.23706  -7.04087
H  -24.32836  -2.96983  -6.65916
H  -23.82870  -2.78013  -8.29732
H  -22.54096  -3.15812  -7.10138
H  -22.60805  -0.99009  -7.69276
C  -24.28286  -3.70490  0.31514
O  -23.08373  -4.51460  0.44634
H  -24.58942  -3.36725  1.30620
H  -24.03904  -3.01364  -0.48932
H  -25.10021  -4.35168  -0.01218
H  -22.36804  -3.98709  0.08980

Output
SMILES string = CC(C)O.CC(C)O.CCO.CCO.CCO.CCO.CO.CO.CO.CO.CO.CO
gap between HOMO and LUMO = 9.88 eV
LUMO = 0.3 eV
net charge = 0
relative energy (zero: lowest compared OMol25 entry of this formula, charge and spin) = 182.4 kJ/mol
HOMO energy = -0.354 Eh


Record 6
Formula: C21H31F5FeP2
Source: OMol25
Level of theory: the ωB97M-V functional and the def2-TZVPD basis

Positions of all 60 atoms, in Å:
P  -1.64264  -5.01241  -2.93887
P  -0.06546  -5.95917  -0.36336
C  -1.08686  -6.79986  -2.84386
C  -0.96548  -7.24295  -1.41588
H  -0.13998  -6.87131  -3.39773
H  -1.83543  -7.40809  -3.36803
H  -1.93977  -7.42482  -0.94108
H  -0.39859  -8.18202  -1.36455
C  1.60656  -6.69970  -0.76761
H  2.38210  -6.27570  -0.10312
H  1.85351  -6.48868  -1.82267
H  1.55209  -7.79473  -0.62112
C  -0.43132  -6.98391  1.13230
H  -0.07773  -8.01051  0.94825
H  -1.52031  -7.00941  1.28711
H  0.06604  -6.57701  2.02624
C  -1.43334  -5.00174  -4.76037
H  -1.80684  -4.06075  -5.18792
H  -2.00029  -5.85482  -5.16426
H  -0.36569  -5.12991  -4.98936
C  -3.45342  -5.45306  -2.84847
H  -3.69008  -5.83645  -1.83950
H  -3.64377  -6.24632  -3.59574
H  -4.07663  -4.56753  -3.07487
Fe  -0.00045  -0.56343  -0.06899
C  -0.05638  -2.49784  1.02144
C  1.07799  -2.45853  0.22459
C  1.30516  -3.04987  -1.12966
C  0.96822  -2.11188  -2.34246
C  -0.24223  -1.27109  -2.15799
C  -1.41963  -1.51433  -1.44653
C  -1.86131  -2.76904  -0.78234
C  -1.45426  -2.92283  0.71912
C  -0.68465  1.19433  -0.69787
H  0.12987  -2.40617  2.09436
H  2.00694  -2.20180  0.73641
H  0.72468  -3.99254  -1.21334
H  2.38103  -3.33955  -1.20988
H  1.85307  -1.45336  -2.49240
H  0.87044  -2.69440  -3.29463
H  -0.31850  -0.44408  -2.86485
H  -2.22070  -0.80228  -1.63057
H  -1.41738  -3.63372  -1.33361
H  -2.97496  -2.84138  -0.86144
H  -2.17722  -2.30281  1.29121
H  -1.62090  -3.97006  1.07462
H  -1.13190  1.74982  0.14346
H  -1.39242  1.15819  -1.54073
H  0.22017  1.74662  -1.00752
F  2.85134  0.87472  -0.00677
C  2.19735  1.12026  1.17068
C  0.89704  0.63645  1.36222
C  0.28874  0.94789  2.57300
F  -1.00056  0.55032  2.81725
C  0.93748  1.69120  3.57090
F  0.33166  1.97722  4.74323
C  2.23829  2.15195  3.35108
F  2.87447  2.85239  4.29770
C  2.85657  1.87928  2.13972
F  4.10552  2.36225  1.91330

Output
gap between HOMO and LUMO (alpha / beta) = 5.66 / 7.48 eV
spin multiplicity = 5
LUMO (alpha / beta) = -0.1 / -0.9 eV
net charge = 0
relative energy (zero: lowest compared OMol25 entry of this formula, charge and spin) = 10.7 kJ/mol
HOMO energy (alpha / beta) = -0.213 / -0.308 Eh


Record 7
Formula: CH3Cl3NP
Source: OMol25
Level of theory: the ωB97M-V functional and the def2-TZVPD basis

Positions of all 9 atoms, in Å:
C  -1.42163  0.06226  0.05151
N  -0.29331  0.94884  -0.07962
P  1.16472  0.09334  -0.09268
Cl  2.40776  1.49094  -0.36070
Cl  1.82960  -0.90426  1.70089
Cl  1.63471  -1.39256  -1.37538
H  -1.36936  -0.85778  -0.50493
H  -2.20164  0.56127  -0.35011
H  -1.75084  -0.00206  1.01101

Output
SMILES string = CN=P(Cl)(Cl)Cl
gap between HOMO and LUMO = 8.82 eV
LUMO = -0.4 eV
net charge = 0
relative energy (zero: lowest compared OMol25 entry of this formula, charge and spin) = 50.1 kJ/mol
HOMO energy = -0.338 Eh